{"formula": "BaH18O9", "method": "the ωB97M-V functional and the def2-TZVPD basis", "symbols": ["H", "O", "O", "H", "O", "H", "H", "O", "H", "O", "O", "H", "H", "H", "H", "H", "H", "Ba", "H", "H", "H", "H", "H", "H", "O", "H", "O", "O"], "coordinates": [[7.896000, 2.877000, -19.802000], [11.512000, 2.411000, -15.958000], [9.078000, 0.789000, -16.822000], [8.479000, 0.290000, -16.275000], [8.599000, 6.413000, -16.535000], [9.375000, 4.989000, -19.861000], [11.565000, 1.805000, -15.213000], [9.184000, 2.271000, -14.020000], [8.089000, 6.713000, -17.325000], [8.871000, 5.312000, -19.117000], [11.335000, 5.219000, -17.620000], [6.408000, 4.941000, -18.444000], [7.788000, 1.551000, -19.107000], [9.628000, 2.888000, -13.476000], [6.102000, 5.263000, -16.954000], [11.209000, 2.707000, -19.041000], [11.939000, 5.742000, -17.055000], [9.063000, 3.582000, -16.690000], [11.828000, 4.687000, -18.261000], [9.138000, 6.226000, -19.076000], [9.048000, 0.495000, -17.702000], [8.023000, 6.738000, -15.822000], [9.695000, 1.487000, -13.940000], [9.819000, 2.504000, -19.572000], [7.643000, 2.499000, -18.920000], [12.343000, 2.967000, -15.997000], [10.398000, 2.302000, -18.831000], [6.474000, 4.616000, -17.532000]], "forces_ev_per_angstrom": [[-0.9036, -0.0708, 1.0059], [1.0142, 1.4331, -0.4078], [0.3196, 1.4977, 1.8509], [-0.4305, -0.6427, 0.0092], [-1.1014, 0.4386, -0.3633], [0.1671, -0.0657, -0.5330], [0.4784, 0.0105, -0.0815], [-1.2289, 0.3588, -1.4464], [0.6637, -0.3646, 0.7567], [-0.3364, -0.6620, 0.0663], [-0.1266, -0.2148, 0.4930], [-0.1611, -0.0854, 0.3967], [-0.5494, 0.3252, 0.3125], [0.6086, 1.1100, 1.2976], [-0.7763, 0.7307, 0.3555], [1.9234, 0.3428, -0.5223], [-0.1080, -0.4237, -0.7343], [-0.1720, 0.0853, -0.1738], [0.4242, 0.6609, 0.3992], [0.2905, 0.6567, 0.1005], [0.0497, -1.0963, -1.5969], [0.4640, 0.0907, 0.0675], [0.4733, -1.3414, 0.2113], [0.1665, -0.1968, -0.1403], [0.9317, -0.3183, -1.6737], [-1.2135, -1.2624, 0.4211], [-1.5975, -0.2553, 0.4439], [0.7301, -0.7411, -0.5144]], "nbo_charge": [0.480, -0.997, -0.981, 0.505, -0.976, 0.483, 0.503, -0.961, 0.490, -0.974, -0.990, 0.505, 0.489, 0.488, 0.487, 0.483, 0.517, 1.885, 0.485, 0.500, 0.491, 0.498, 0.487, 0.474, -0.952, 0.507, -0.947, -0.979], "mol_weight_g_mol": 299.5, "e_homo_ev": -18.34, "largest_force_ev_per_a": 2.402, "charge": 2, "e_tot_ha": -713.0301}